Here is an isolated molecule of C12H12N2O3S2 from OMol25. Energies are from ωB97M-V with the def2-TZVPD basis set.

```
31
Properties=species:S:1:pos:R:3:forces:R:3
N 4.72847 0.55477 0.23109 0.3 0.2 0.1
C 3.85730 -0.32864 -0.30657 0.0 0.0 -0.1
O 4.11397 -0.99828 -1.28437 0.0 -0.1 -0.1
C 2.54570 -0.42302 0.36864 -0.7 -0.1 0.2
C 1.57594 -1.34117 0.06788 0.5 0.2 -0.1
C 0.41521 -1.17302 0.84320 -0.6 -0.2 0.2
S -1.06990 -2.15159 0.69619 0.2 -0.2 0.1
O -0.76092 -3.52866 0.93979 0.2 -0.1 -0.2
O -2.06280 -1.52347 1.50989 0.1 0.2 -0.1
N -1.50006 -2.08193 -0.90979 0.2 -0.3 0.7
C -1.27045 -0.88654 -1.70371 0.1 0.4 -0.3
C -1.59546 0.34877 -0.91161 0.0 0.4 -0.2
C -2.83693 0.47926 -0.30342 0.0 0.2 -0.1
C -3.12582 1.59879 0.45468 -0.1 0.0 0.0
C -2.18373 2.60356 0.60157 0.0 0.1 0.0
C -0.95275 2.48979 -0.02054 0.1 0.1 0.0
C -0.66001 1.36521 -0.77274 -0.1 0.0 -0.2
C 0.50304 -0.14562 1.72801 0.3 0.1 0.1
S 2.01197 0.64769 1.62993 -0.3 -0.5 -0.3
H 4.51625 1.08748 1.05543 0.1 0.0 0.0
H 5.63736 0.64415 -0.19117 -0.1 0.0 0.0
H 1.71210 -2.10778 -0.67267 0.1 -0.1 -0.2
H -1.21330 -2.93428 -1.36512 0.0 -0.2 0.0
H -1.92565 -0.94785 -2.58134 0.1 0.0 0.1
H -0.23024 -0.83260 -2.05787 -0.2 0.0 0.0
H -3.56449 -0.30828 -0.41430 -0.1 -0.1 0.0
H -4.08853 1.68669 0.93443 -0.1 0.0 0.0
H -2.40926 3.47618 1.19659 0.0 0.1 0.0
H -0.21574 3.27275 0.08356 0.1 0.1 0.0
H 0.30436 1.27677 -1.25533 0.1 -0.1 0.0
H -0.25563 0.18089 2.40966 -0.2 0.1 0.1
```
Forces are in eV/Å.

Properties
Total energy ... -43431.8233 eV
HOMO-LUMO gap ... 9.3 eV
HOMO energy ... -9.3078 eV

=====

Here is a structure of composition C32H36ErN9O3SSi at a distorted geometry from OMol25. Energies are from ωB97M-V with the def2-TZVPD basis set.

```
83
Properties=species:S:1:pos:R:3:forces:R:3
Er 0.50106 0.01938 -0.69155 0.0 2.1 -0.9
N 1.80286 4.47497 -1.11829 0.0 0.0 0.1
C 1.34807 3.40377 -0.44663 -0.1 -0.1 -0.2
O 1.30447 2.30918 -1.01308 0.1 -0.1 0.0
C 0.95446 3.62381 0.98917 0.1 0.1 0.0
C -0.11002 2.68721 1.53587 -0.1 -0.1 0.1
H 2.11298 4.35279 -2.06770 0.0 0.0 0.0
H 1.84032 5.38240 -0.69185 0.0 0.0 0.0
H 0.61902 4.65515 1.11580 0.0 0.0 0.0
H 1.87026 3.51904 1.57874 0.0 0.0 0.0
H -1.07507 2.88218 1.07439 0.0 0.0 0.0
H -0.21809 2.87302 2.60799 0.0 0.1 0.0
O 1.72326 -1.38073 0.38938 0.7 -0.6 0.4
N 1.51731 -2.61385 0.13284 0.0 -0.4 0.2
N 0.34836 -2.82925 -0.30249 -0.3 -0.8 -0.1
O -0.53231 -1.86776 -0.48870 0.1 -0.8 0.2
C 0.00195 -4.17326 -0.72516 -0.1 0.7 0.1
C 0.53696 -5.27760 -0.09180 0.1 -0.1 0.0
C 0.17263 -6.53372 -0.55501 0.0 0.0 0.0
C -0.71334 -6.66352 -1.61791 0.0 0.0 0.0
C -1.24244 -5.53363 -2.22611 0.0 0.1 0.0
C -0.88681 -4.26843 -1.77905 -0.1 -0.2 -0.1
H 1.21390 -5.15614 0.74243 0.0 0.0 0.0
H 0.57445 -7.41471 -0.07160 0.0 0.0 0.0
H -0.99814 -7.64818 -1.96612 0.0 0.0 0.0
H -1.93731 -5.63113 -3.05026 0.0 0.0 0.0
H -1.28036 -3.36587 -2.22712 0.0 0.0 0.0
C -0.71943 0.81859 -6.68744 0.3 0.0 -0.1
Si -2.32826 0.63189 -5.79062 0.0 0.1 0.2
C -3.59651 1.67091 -6.67657 -0.2 0.2 -0.1
C -2.91715 -1.12530 -5.80429 -0.1 -0.3 0.1
C -2.23021 1.28123 -4.01849 0.0 0.0 0.1
C -3.05370 2.31968 -3.61828 0.0 0.0 0.0
C -3.06473 2.77973 -2.29968 0.0 0.0 -0.1
C -2.23019 2.15980 -1.40790 0.0 -0.2 0.0
N -1.40236 1.16227 -1.75122 -0.1 0.0 0.1
C -1.37841 0.72232 -3.02718 0.0 0.0 -0.1
S -0.23631 -0.55437 -3.36879 -0.2 0.3 0.0
H -0.83618 0.47831 -7.72042 0.0 0.0 0.0
H 0.07026 0.23606 -6.20993 0.0 0.0 0.0
H -0.41139 1.86745 -6.70863 0.0 0.0 0.0
H -3.70532 1.31323 -7.70471 0.0 0.0 0.0
H -3.30212 2.72347 -6.72524 0.0 0.0 0.0
H -4.58039 1.61139 -6.20288 0.0 0.0 0.0
H -2.99204 -1.50091 -6.82921 0.0 0.0 0.1
H -3.90834 -1.18854 -5.34654 0.0 -0.1 0.0
H -2.23802 -1.76954 -5.24455 0.0 0.0 0.0
H -3.71827 2.78465 -4.33840 0.0 0.0 0.0
H -3.71791 3.57820 -1.97745 0.0 0.0 0.0
H -2.23091 2.44063 -0.36441 0.0 0.0 0.0
N 4.35226 -0.67976 -3.20293 0.1 0.0 0.0
C 4.91467 -0.02709 -2.12571 0.0 -0.1 -0.2
C 3.86956 0.32746 -1.33953 -0.2 0.0 0.0
N 2.68350 -0.08718 -1.91861 0.1 0.1 0.3
C 3.01505 -0.68848 -3.03462 0.0 0.0 0.0
H 4.84145 -1.07791 -3.98457 0.0 0.0 0.0
H 5.97610 0.11180 -2.02361 0.0 0.0 0.0
H 3.89164 0.84105 -0.39331 0.0 0.0 0.0
H 2.32752 -1.11214 -3.74692 0.0 0.0 0.0
N 1.34751 0.67792 6.33561 0.1 0.0 0.2
C 0.97083 0.41589 7.64347 0.2 0.1 -0.2
C 1.64177 0.51003 8.85221 -0.1 0.0 0.0
C 0.93295 0.16317 9.99687 -0.1 0.0 -0.1
C -0.39829 -0.26105 9.91583 0.0 0.0 -0.1
C -1.05538 -0.34860 8.69546 0.0 0.0 0.1
C -0.36050 -0.00352 7.54137 -0.3 -0.1 -0.2
N -0.77909 -0.00112 6.21763 0.1 0.0 0.3
C 0.26476 0.40460 5.52539 0.0 0.0 -0.3
C 0.31929 0.55879 4.09354 0.0 0.1 0.2
C 1.51532 0.78340 3.36490 0.0 -0.1 0.1
C 1.49918 0.97996 2.02755 -0.1 0.1 0.0
N 0.22090 1.25520 1.36030 0.1 0.0 0.2
C -0.82089 0.41154 1.96774 0.1 0.3 0.0
C -0.81122 0.22448 3.30701 -0.1 -0.1 -0.1
H 2.23780 1.01868 6.02608 0.0 0.0 0.0
H 2.67307 0.83583 8.91171 0.0 0.0 0.0
H 1.41814 0.22111 10.96298 0.0 0.0 0.0
H -0.92495 -0.52622 10.82399 0.0 0.0 0.0
H -2.08498 -0.67840 8.63089 0.0 0.0 0.0
H 2.48654 0.66861 3.84053 0.0 0.0 0.0
H 2.39147 0.99220 1.41333 0.0 -0.1 0.0
H -1.62811 0.09613 1.31737 0.0 -0.1 0.0
H -1.64843 -0.27260 3.78468 0.0 0.0 0.0
```
Forces are in eV/Å.

Properties
<S²> ... 3.75
Total energy ... -99658.6010 eV
Multiplicity ... 4
HOMO-LUMO gap (spin up / spin down) ... 5.5 / 5.5 eV
HOMO energy (spin up / spin down) ... -5.4477 / -5.4493 eV

=====

Here is an isolated molecule of C3H4S4 at a distorted geometry from OMol25. Energies are from ωB97M-V with the def2-TZVPD basis set.

```
11
Properties=species:S:1:pos:R:3:forces:R:3
S -3.56332 0.84502 -0.36026 0.2 -0.1 0.1
C -2.20328 0.17623 -0.03517 -0.4 0.4 -0.3
C -1.05373 -0.38421 0.22189 0.9 -0.5 0.2
S -0.74032 -2.02588 -0.44203 -0.2 0.5 -0.1
S 0.11796 0.38638 1.32102 -0.1 -0.1 -0.2
C 1.65167 0.36959 0.32058 -0.5 0.4 0.0
S 2.03958 1.86180 -0.64887 0.0 -0.1 0.2
H -1.41880 -2.71399 0.48068 0.0 -0.1 0.2
H 1.62426 -0.49497 -0.33408 0.1 -0.2 0.1
H 2.45718 0.28027 1.04515 0.0 -0.1 -0.1
H 1.08878 1.69978 -1.56892 -0.2 0.0 -0.1
```
Forces are in eV/Å.

Properties
Total energy ... -46515.1394 eV
HOMO-LUMO gap ... 7.6 eV
HOMO energy ... -8.4281 eV

=====

Here is a cluster of 2 separate species, C5H12NO in total at a distorted geometry from OMol25. Energies are from ωB97M-V with the def2-TZVPD basis set.

```
19
Properties=species:S:1:pos:R:3:forces:R:3
C 0.46170 -1.08030 -1.04745 -0.6 0.3 0.9
C 1.42479 -0.17175 -1.66690 0.5 1.4 -0.4
C 0.49011 0.57488 1.51237 1.0 -2.9 1.8
C -1.15469 1.25885 -0.37483 -0.3 -1.5 -0.2
C -0.73920 0.31720 0.75074 -1.1 -0.8 -2.7
N -1.61931 -0.53688 1.28991 3.0 2.4 -0.4
O 0.74829 -2.33888 -1.11832 0.6 0.1 0.2
H 2.32078 -0.54706 -2.09257 0.8 -1.1 -0.5
H 1.78524 0.41086 -0.77426 -0.5 -0.1 -0.9
H 1.05751 0.53642 -2.46256 -0.3 -0.5 1.2
H 1.12710 -0.39917 1.70928 -1.6 1.6 -0.4
H 0.14608 0.88566 2.48880 0.1 0.2 0.6
H 1.22818 1.26280 1.21598 0.3 1.2 -1.0
H -1.63457 0.82485 -1.31597 1.0 0.2 1.4
H -1.96437 1.74724 0.10613 -0.8 1.3 0.3
H -0.34155 1.93731 -0.60050 -0.1 0.1 -0.2
H -1.17108 -0.96786 2.05792 -0.6 -1.3 1.0
H 0.21382 -2.81919 -0.46251 -0.1 -0.1 -0.5
H -2.37883 -0.89497 0.78472 -1.2 -0.5 -0.4
```
Forces are in eV/Å.

Properties
Total energy ... -8907.3906 eV
HOMO-LUMO gap ... 8.4 eV
Net charge ... +1
HOMO energy ... -12.6325 eV

=====

These records have relative energy (zero: lowest compared OMol25 entry of this formula, charge and spin) values of 6.7, 38.1, 19.4, 74.7 kcal per mole, in the order they appear.